84
Properties=species:S:1:pos:R:3 method="wB97M-V/def2-TZVPD" spin_multiplicity=1 homo_energy_ha=-0.308 total_energy_ha=-1468.478106 e_above_lowest_ev=3.225 gap_ev=8.815 e_lumo_ev=0.4
H -2.49 1.35 0.59
C -2.43 -0.09 3.15
H 2.47 7.06 5.64
C 2.07 6.05 5.51
H -4.70 8.15 -4.19
O 0.75 5.95 6.04
C 2.78 5.00 6.35
H -6.73 5.56 -0.94
H 3.39 -1.55 1.63
C 4.32 -2.11 3.52
H 4.29 -0.33 2.21
H -4.75 5.99 -3.48
H -1.60 -6.21 -2.66
H -1.15 7.29 -5.80
O 0.34 -6.70 -2.14
H -1.41 5.52 -5.73
C -6.97 5.59 -2.00
N -4.82 6.66 -2.73
C 4.96 -9.09 -2.22
C 7.33 -9.51 -2.19
H 6.12 -2.42 3.39
H 0.47 -8.34 -1.02
C 3.96 -8.48 -3.20
H 8.21 -9.67 -2.81
H -3.97 1.99 0.87
H 2.97 -6.62 -1.54
H -6.70 7.07 -3.49
H 2.84 5.74 3.53
H -1.54 -7.50 -1.58
H 0.32 6.79 5.86
C 2.42 -7.56 -1.44
H -1.83 0.64 3.69
H -6.40 7.59 -1.84
H -4.24 1.06 3.17
H -3.79 -0.65 1.14
H 5.19 -1.70 1.57
H 0.80 -6.89 -0.18
H 1.95 -8.02 -3.34
H 2.83 5.34 7.38
H 3.60 -1.58 4.14
H 3.24 -3.83 2.98
H 1.22 6.32 3.56
H 7.47 -8.64 -1.54
H -2.33 8.61 -4.11
C -4.18 7.94 -3.25
H 4.39 -7.54 -3.54
N 2.64 -8.31 -2.66
H -2.09 7.37 -2.87
H 1.64 4.59 3.77
H -4.28 8.89 -2.73
O 5.58 -1.90 3.99
C -1.44 6.45 -5.17
C -6.24 6.77 -2.55
C -1.01 -6.59 -1.83
C -3.57 0.58 2.45
H 3.82 -9.09 -4.09
C 4.17 -3.66 3.52
O -6.68 4.47 -2.81
C -7.29 3.18 -2.50
C 4.32 -1.42 2.17
H -8.01 5.93 -2.01
H -1.15 -5.73 -1.17
H -1.76 -0.44 2.36
H 2.29 4.04 6.15
H 4.90 -4.18 2.89
H -2.71 -0.86 3.87
H 4.55 -10.07 -1.95
C 0.95 -7.37 -1.15
H 2.93 -8.15 -0.68
H -0.73 6.31 -4.36
H 5.06 -8.46 -1.34
H 3.80 4.91 5.99
H 4.19 -3.99 4.56
H -6.43 2.51 -2.41
H -7.91 2.82 -3.32
C -3.11 1.64 1.44
C 1.89 5.61 4.05
O 6.11 -9.43 -2.91
H -7.85 3.23 -1.57
O -2.78 6.74 -4.67
O -4.36 -0.32 1.84
H 7.27 -10.39 -1.55
C -2.72 7.67 -3.70
H -2.69 2.48 1.99

---

114
Properties=species:S:1:pos:R:3 method="wB97M-V/def2-TZVPD" spin_multiplicity=1 homo_energy_ha=-0.371 total_energy_ha=-3208.414475 e_above_lowest_ev=0.000 gap_ev=10.708 e_lumo_ev=0.6
H 2.57 -2.28 -2.20
O -0.94 5.04 -2.26
C -4.46 1.07 2.06
H 3.01 -4.01 -2.24
H 2.03 -2.36 2.03
C 0.44 1.68 5.87
C 0.02 -2.16 -6.38
C 4.48 -2.08 0.70
H -6.54 1.20 3.44
H -2.27 -1.21 2.23
O -0.50 -1.28 3.31
C -1.77 5.56 -3.36
H 3.03 3.14 2.06
O -0.50 -0.56 -1.22
C 2.39 2.30 1.75
O 1.00 -5.14 1.85
O -3.17 -1.38 -4.93
C -1.09 -2.24 6.56
H -5.26 0.78 4.68
O 2.67 2.70 -2.60
H -0.61 3.92 1.78
H 3.03 0.34 -1.46
C -1.30 -0.69 2.20
O 0.99 -2.99 -5.66
H 2.92 -0.90 2.14
H 7.11 -3.28 -0.64
C 6.64 -2.38 -0.23
C -1.07 1.32 -5.20
H 1.46 -1.01 1.02
H -1.40 -3.83 -1.24
O -1.89 0.15 -5.53
H 4.16 0.74 -2.74
H -0.66 1.31 -4.18
H -1.23 5.31 -4.27
C -1.34 3.81 0.98
C 2.83 5.15 -1.56
H 0.32 -1.11 -6.46
O 5.22 -2.38 -0.40
O 4.25 1.98 -1.13
O 2.01 -3.50 -3.88
O -1.02 -4.26 2.39
C -0.23 -4.69 1.58
C -1.62 4.67 -1.20
C -0.18 0.79 -1.39
H -2.19 4.48 1.18
H 0.81 2.64 6.22
H -0.11 -2.60 -7.37
H -1.89 -3.21 0.38
C -1.64 -4.09 -0.20
H 0.94 -4.28 3.81
H -2.77 5.17 -3.31
H 2.44 -5.33 3.37
H -4.12 -3.05 -4.19
H -2.93 0.16 -0.24
H 7.10 -1.52 -0.70
O 4.94 -2.06 1.80
O -2.26 -0.92 4.70
H -1.69 2.77 0.86
H 1.74 4.96 -1.62
O -2.98 0.46 -3.58
O -2.80 4.66 -1.07
H 3.06 1.66 1.16
O -4.89 -0.06 2.04
H -1.84 6.63 -3.27
H -0.07 1.21 -0.39
O -3.80 1.72 1.08
H -1.34 -1.43 7.22
O 1.32 1.20 4.83
H -1.33 0.41 2.23
O -0.31 -4.67 0.25
H -4.70 0.51 -0.39
O 0.36 -1.93 -3.77
H -0.28 1.41 -5.95
C 3.43 2.89 -1.69
H 3.27 5.48 -2.50
H 6.82 -2.35 0.84
H -5.91 2.42 4.60
H -2.37 -4.89 -0.17
C 1.44 2.09 3.86
O 0.97 3.20 3.79
O -0.77 4.30 -0.29
C -3.91 -2.05 -3.82
C 2.34 -1.49 1.44
C 2.23 -3.27 -2.45
H 1.47 2.67 1.28
H -1.71 2.21 -5.17
C 4.04 0.66 -1.65
C 1.04 -2.72 -4.37
H -0.76 -1.13 1.36
O -0.37 -1.99 5.30
C -3.71 0.92 -0.18
H -0.31 -1.08 -2.00
H -0.40 -2.91 7.09
O -4.77 2.02 2.93
C -2.78 -0.16 -4.58
O 3.23 -1.86 0.35
H -1.02 1.30 -1.86
H 0.81 -5.97 3.71
C 1.37 -5.14 3.29
H -3.21 -2.15 -3.00
H -0.95 -2.28 -5.90
H -4.85 -1.59 -3.51
H -1.98 -2.81 6.29
C -1.15 -1.30 4.48
O 3.61 4.04 -1.08
H -3.56 1.72 -0.88
C -5.68 1.53 4.00
H 4.75 -0.02 -1.17
H 0.50 0.97 6.70
O 2.11 1.44 2.90
H -0.59 1.76 5.53
H 0.69 1.02 -2.00
H 1.36 -3.58 -1.87
H 3.01 5.99 -0.88